No. 1
# C2H6O2P3

C2H6O2P3 as an isolated structure in a non-equilibrium geometry (ωB97M-V/def2-TZVPD, the Open Molecules 2025 dataset).

Summary:
relative energy (zero: lowest compared OMol25 entry of this formula, charge and spin) = 1.082 eV
highest occupied orbital energy = -2.38 eV
Kohn-Sham gap = 5.6 eV
total charge = -1

Last column: Löwdin charge in e.
Positions of all 13 atoms, in Å:
1 C -2.84 0.01 -0.29  -0.48
2 C 0.57 0.19 -0.24  -1.35
3 O -2.58 -0.15 -1.40  0.19
4 O -2.85 0.24 0.84  0.16
5 P 1.54 -0.54 -1.55  0.49
6 P 0.28 -0.85 1.27  0.58
7 P 1.66 1.55 0.16  0.41
8 H 1.15 -1.85 -1.23  -0.17
9 H 0.55 -0.49 -2.55  -0.17
10 H -0.56 0.19 1.84  -0.12
11 H -0.79 -1.47 0.80  -0.21
12 H 2.91 1.20 0.91  -0.17
13 H 0.96 1.97 1.45  -0.14



No. 2
# C21H33N3O3S

One molecule with the formula C21H33N3O3S in a non-equilibrium geometry (ωB97M-V/def2-TZVPD, the Open Molecules 2025 dataset).

Summary:
relative energy (zero: lowest compared OMol25 entry of this formula, charge and spin) = 0.939 eV
highest occupied orbital energy = -8.00 eV
Kohn-Sham gap = 8.6 eV
total charge = 0
SMILES string = Cc1ccc(S(=O)(=O)N2CCC(C(=O)NCCN3CCCCCC3)CC2)cc1

Last column: Löwdin charge in e.
Positions of all 61 atoms, in Å:
1 C 6.07 -4.04 -3.74  -0.05
2 C 5.15 -3.30 -2.82  -0.27
3 C 4.21 -2.41 -3.32  -0.03
4 C 3.36 -1.72 -2.46  -0.05
5 C 3.46 -1.94 -1.10  -0.29
6 S 2.38 -1.09 0.03  0.69
7 O 1.55 -0.17 -0.71  -0.30
8 O 3.14 -0.55 1.12  -0.27
9 N 1.52 -2.39 0.66  -0.23
10 C 0.63 -3.03 -0.29  -0.18
11 C -0.61 -2.19 -0.59  -0.13
12 C -1.32 -1.76 0.70  -0.22
13 C -2.42 -0.74 0.40  -0.48
14 O -3.59 -0.95 0.68  0.06
15 N -1.99 0.38 -0.22  0.07
16 C -2.87 1.48 -0.51  -0.15
17 C -2.67 2.64 0.48  -0.17
18 N -3.31 3.85 0.03  -0.18
19 C -2.73 5.07 0.52  -0.20
20 C -2.55 5.25 2.04  -0.18
21 C -3.73 4.79 2.91  -0.21
22 C -5.11 4.96 2.29  -0.20
23 C -5.49 3.81 1.36  -0.18
24 C -4.76 3.84 0.01  -0.19
25 C -0.33 -1.16 1.71  -0.13
26 C 0.86 -2.10 1.92  -0.19
27 C 4.39 -2.82 -0.58  -0.05
28 C 5.23 -3.50 -1.44  -0.03
29 H 6.10 -5.10 -3.49  0.08
30 H 7.09 -3.65 -3.63  0.09
31 H 5.77 -3.93 -4.77  0.08
32 H 4.14 -2.24 -4.38  0.11
33 H 2.63 -1.02 -2.83  0.11
34 H 0.34 -4.00 0.14  0.13
35 H 1.20 -3.21 -1.20  0.12
36 H -1.31 -2.77 -1.21  0.13
37 H -0.30 -1.32 -1.16  0.09
38 H -1.80 -2.63 1.16  0.15
39 H -1.01 0.51 -0.37  0.12
40 H -3.89 1.09 -0.45  0.11
41 H -2.68 1.84 -1.53  0.13
42 H -1.59 2.85 0.54  0.13
43 H -3.00 2.30 1.48  0.12
44 H -1.73 5.16 0.06  0.12
45 H -3.34 5.89 0.13  0.11
46 H -2.37 6.31 2.21  0.11
47 H -1.66 4.71 2.36  0.10
48 H -3.60 3.74 3.17  0.10
49 H -3.68 5.35 3.85  0.10
50 H -5.85 5.00 3.10  0.11
51 H -5.17 5.91 1.75  0.11
52 H -6.56 3.84 1.15  0.11
53 H -5.28 2.86 1.86  0.11
54 H -5.08 2.97 -0.58  0.11
55 H -5.07 4.74 -0.54  0.12
56 H 0.06 -0.21 1.35  0.10
57 H -0.83 -0.98 2.66  0.13
58 H 0.54 -3.04 2.36  0.13
59 H 1.61 -1.63 2.56  0.11
60 H 4.43 -2.96 0.49  0.12
61 H 5.95 -4.20 -1.05  0.12



No. 3
# C20H17N2O

A 2-piece molecular cluster, C20H17N2O overall in a non-equilibrium geometry (ωB97M-V/def2-TZVPD, the Open Molecules 2025 dataset).

Summary:
highest occupied orbital energy = -11.73 eV
Kohn-Sham gap = 5.6 eV
total charge = +1

Last column: Löwdin charge in e.
Positions of all 40 atoms, in Å:
1 N -1.33 1.60 -1.36  0.05
2 N -0.36 2.53 -1.78  -0.04
3 C -0.88 3.77 -2.12  -0.33
4 O -2.06 3.94 -2.40  0.02
5 H -2.21 1.85 -1.82  0.10
6 H -1.04 0.68 -1.69  0.07
7 H 0.50 2.54 -1.26  0.12
8 H -0.10 4.54 -2.16  0.13
9 C -0.07 -0.46 0.14  0.01
10 C -1.18 -1.37 -0.06  -0.16
11 C -2.50 -0.97 0.25  -0.02
12 C -3.57 -1.84 0.07  -0.04
13 C -3.35 -3.15 -0.39  -0.03
14 C -2.04 -3.57 -0.66  -0.04
15 C -0.97 -2.70 -0.50  0.00
16 C 1.22 -0.56 -0.52  -0.11
17 C 2.16 0.23 0.22  -0.10
18 C 3.52 0.21 -0.09  0.02
19 C 3.95 -0.55 -1.18  -0.01
20 C 3.03 -1.32 -1.91  -0.03
21 C 1.67 -1.34 -1.59  0.01
22 C 1.46 0.83 1.35  -0.10
23 C 0.09 0.38 1.30  -0.10
24 C -0.74 0.61 2.40  0.03
25 C -0.25 1.36 3.47  -0.03
26 C 1.07 1.83 3.49  -0.02
27 C 1.95 1.52 2.44  0.02
28 H -2.68 0.05 0.60  0.11
29 H -4.58 -1.51 0.29  0.12
30 H -4.19 -3.83 -0.52  0.12
31 H -1.85 -4.59 -1.00  0.12
32 H 0.05 -3.04 -0.68  0.11
33 H 4.21 0.79 0.54  0.13
34 H 5.00 -0.56 -1.45  0.12
35 H 3.39 -1.92 -2.75  0.12
36 H 0.96 -1.94 -2.16  0.12
37 H -1.74 0.18 2.41  0.11
38 H -0.92 1.58 4.31  0.12
39 H 1.43 2.41 4.34  0.12
40 H 3.00 1.81 2.46  0.12



No. 4
# C23H45N2OP2Pm

C23H45N2OP2Pm as an isolated structure in a non-equilibrium geometry (ωB97M-V/def2-TZVPD, the Open Molecules 2025 dataset).

Summary:
relative energy (zero: lowest compared OMol25 entry of this formula, charge and spin) = 1.407 eV
highest occupied orbital energy (spin up / spin down) = -13.76 / -13.72 eV
spin multiplicity = 5
Kohn-Sham gap (spin up / spin down) = 7.2 / 7.3 eV
total charge = +2

Last column: Löwdin charge in e.
Positions of all 74 atoms, in Å:
1 Pm 0.49 -0.05 0.13  1.09
2 P 0.57 -0.80 -2.48  0.90
3 P 0.43 -0.70 2.78  0.91
4 N -0.27 -2.56 0.07  -0.19
5 C -0.72 -2.17 -2.39  -0.27
6 H -1.55 -1.85 -3.04  0.09
7 H -0.26 -3.04 -2.89  0.09
8 C -1.29 -2.57 -1.00  -0.25
9 H -2.09 -1.86 -0.69  0.09
10 H -1.75 -3.57 -1.11  0.14
11 C -0.62 -3.12 1.44  -0.21
12 H 0.22 -3.78 1.76  0.13
13 H -1.51 -3.77 1.34  0.13
14 C -0.89 -2.03 2.49  -0.30
15 H -1.06 -2.48 3.48  0.10
16 H -1.81 -1.50 2.20  0.07
17 C -0.09 0.77 3.82  -0.52
18 C -0.64 1.92 2.95  -0.12
19 H -1.63 1.72 2.51  0.07
20 H 0.06 2.18 2.12  0.05
21 H -0.72 2.83 3.55  0.10
22 C 1.92 -1.53 3.39  -0.55
23 C 3.20 -0.66 3.22  -0.11
24 H 4.05 -1.31 2.93  0.10
25 H 3.48 -0.14 4.16  0.08
26 H 3.11 0.09 2.42  0.03
27 C 2.10 -1.32 -3.31  -0.55
28 C 3.09 -0.16 -3.58  -0.09
29 H 4.09 -0.59 -3.73  0.10
30 H 3.17 0.52 -2.71  0.06
31 H 2.85 0.44 -4.48  0.08
32 C -0.16 0.70 -3.33  -0.54
33 C 0.64 2.00 -3.12  -0.10
34 H -0.02 2.85 -3.38  0.10
35 H 1.53 2.05 -3.77  0.08
36 H 0.98 2.18 -2.08  0.02
37 C 2.36 1.52 0.16  -0.11
38 C 1.59 -2.05 4.79  -0.11
39 H 0.61 -1.70 5.17  0.07
40 H 1.55 -3.15 4.76  0.09
41 H 2.36 -1.77 5.52  0.09
42 C 1.77 -2.24 -4.48  -0.11
43 H 2.44 -2.07 -5.34  0.10
44 H 1.92 -3.28 -4.16  0.09
45 H 0.72 -2.16 -4.83  0.06
46 C -0.37 0.36 -4.80  -0.11
47 H -0.86 1.22 -5.28  0.10
48 H 0.58 0.18 -5.33  0.08
49 H -1.02 -0.51 -4.93  0.08
50 C 1.08 1.32 4.65  -0.09
51 H 1.90 1.66 4.00  0.09
52 H 0.71 2.19 5.21  0.10
53 H 1.47 0.59 5.37  0.08
54 H -0.89 0.39 4.45  0.12
55 H -1.14 0.83 -2.84  0.09
56 H 2.06 -2.40 2.71  0.10
57 H 2.58 -1.92 -2.52  0.09
58 O 3.25 2.25 0.17  0.15
59 H 0.56 -3.07 -0.25  0.11
60 H 2.19 -1.08 0.13  -0.11
61 C -4.84 3.86 -0.22  -0.02
62 C -3.69 2.92 -0.15  -0.23
63 C -3.90 1.57 0.15  0.01
64 C -2.84 0.67 0.15  -0.10
65 N -1.58 1.09 -0.23  -0.14
66 C -1.34 2.42 -0.37  -0.16
67 C -2.38 3.35 -0.39  0.02
68 H -5.55 3.53 -0.98  0.11
69 H -5.37 3.90 0.74  0.11
70 H -4.50 4.87 -0.47  0.09
71 H -4.91 1.23 0.37  0.14
72 H -2.95 -0.36 0.46  0.09
73 H -0.29 2.75 -0.45  0.10
74 H -2.17 4.40 -0.61  0.13



No. 5
# CH3BrNO2S

A 2-piece molecular cluster, CH3BrNO2S overall in a non-equilibrium geometry (ωB97M-V/def2-TZVPD, the Open Molecules 2025 dataset).

Summary:
relative energy (zero: lowest compared OMol25 entry of this formula, charge and spin) = 3.478 eV
highest occupied orbital energy (spin up / spin down) = -4.67 / -3.23 eV
Kohn-Sham gap (spin up / spin down) = 7.8 / 6.2 eV
total charge = -1

Last column: Löwdin charge in e.
Positions of all 9 atoms, in Å:
1 C 0.44 -1.68 -0.98  -0.53
2 N -0.37 0.22 0.99  -0.32
3 O 0.16 2.59 0.22  -0.53
4 O -2.06 1.46 -0.26  -0.47
5 S -0.94 1.61 0.62  0.47
6 Br 2.31 -1.88 -1.30  0.47
7 H 0.21 -0.60 -0.97  -0.06
8 H -0.07 -2.07 -0.05  -0.01
9 H 0.33 0.36 1.72  -0.02



No. 6
# C22H24IN4O6Pd

C22H24IN4O6Pd as an isolated structure (ωB97M-V/def2-TZVPD, the Open Molecules 2025 dataset).

Summary:
relative energy (zero: lowest compared OMol25 entry of this formula, charge and spin) = 0.000 eV
highest occupied orbital energy = -11.83 eV
Kohn-Sham gap = 8.8 eV
total charge = +1

Last column: Löwdin charge in e.
Positions of all 58 atoms, in Å:
1 Pd 0.28 -1.28 0.36  1.02
2 O -3.36 1.05 4.17  0.15
3 C -2.15 0.98 4.69  -0.49
4 O -1.88 1.38 5.79  0.13
5 C -1.08 0.37 3.84  -0.02
6 C 0.23 0.23 4.27  0.04
7 N 0.92 -0.35 3.28  0.07
8 N 0.14 -0.58 2.22  -0.05
9 C -1.08 -0.16 2.55  -0.11
10 C -2.13 -0.36 1.50  -0.53
11 O -3.27 0.01 1.68  0.10
12 O -1.68 -0.89 0.40  -0.14
13 H -3.42 0.66 3.26  0.07
14 H 0.68 0.50 5.21  0.15
15 H 1.91 -0.56 3.24  0.17
16 C 2.19 3.98 -0.09  -0.01
17 C 1.19 2.86 -0.13  -0.38
18 O 1.58 1.70 -0.15  0.02
19 C -0.25 3.19 -0.13  -0.16
20 C -1.17 2.18 -0.43  -0.03
21 C -2.53 2.44 -0.38  -0.06
22 C -2.98 3.71 -0.03  -0.05
23 C -2.07 4.72 0.25  -0.06
24 C -0.71 4.46 0.20  -0.02
25 H 3.19 3.58 -0.22  0.08
26 H 2.14 4.49 0.88  0.10
27 H 1.98 4.73 -0.85  0.10
28 H -0.81 1.20 -0.71  0.09
29 H -3.24 1.65 -0.60  0.11
30 H -4.04 3.91 0.02  0.11
31 H -2.43 5.70 0.52  0.11
32 H -0.02 5.26 0.43  0.11
33 I 1.20 -4.36 1.31  0.98
34 C 2.64 -3.02 0.63  -0.77
35 C 3.96 -3.43 0.53  -0.12
36 C 4.91 -2.52 0.08  -0.03
37 C 4.51 -1.24 -0.26  -0.02
38 C 3.17 -0.90 -0.13  -0.09
39 N 2.26 -1.78 0.31  -0.13
40 H 4.23 -4.44 0.80  0.10
41 H 5.94 -2.82 -0.01  0.12
42 H 5.21 -0.51 -0.61  0.12
43 H 2.80 0.08 -0.37  0.09
44 C 0.18 -1.48 -4.21  0.00
45 N -0.86 -2.21 -3.50  -0.12
46 C -1.98 -2.79 -4.24  -0.01
47 C -0.79 -2.30 -2.18  -0.44
48 C -1.86 -3.02 -1.42  0.00
49 O 0.19 -1.75 -1.60  -0.12
50 H 0.04 -1.62 -5.28  0.09
51 H 1.16 -1.85 -3.92  0.10
52 H 0.13 -0.42 -3.98  0.10
53 H -1.95 -2.41 -5.26  0.09
54 H -2.93 -2.51 -3.80  0.10
55 H -1.91 -3.88 -4.28  0.10
56 H -2.09 -3.98 -1.89  0.10
57 H -2.77 -2.42 -1.40  0.11
58 H -1.53 -3.18 -0.40  0.05